Formula: C33H50ClF2N4O14
Source: OMol25
Level of theory: the ωB97M-V functional and the def2-TZVPD basis

- Orbital gap: 0.20532 Ha
- Net charge: +1
- Maximum force: 10.57 eV/Å

Element x y z (Å)
N  3.33  1.10  -1.07
C  2.82  1.04  0.20
N  2.64  2.30  1.06
C  1.11  2.43  1.15
C  0.33  1.28  0.28
C  0.84  -0.27  0.63
C  0.12  -0.67  2.05
C  -1.46  -1.10  1.92
C  -1.80  -2.15  0.71
Cl  -3.63  -2.59  0.70
N  2.33  -0.26  0.88
N  3.00  -1.30  0.25
C  4.41  -1.26  0.88
O  5.51  -1.72  0.25
F  4.64  -0.74  2.28
C  2.47  -2.66  0.63
O  1.81  -3.43  -0.28
F  2.67  -3.28  1.97
H  3.02  0.46  -1.83
H  4.11  1.78  -1.25
H  3.05  3.14  0.59
H  0.84  3.48  0.63
H  0.77  2.53  2.27
H  -0.81  1.30  0.64
H  0.29  1.48  -0.88
H  0.50  -0.92  -0.29
H  0.16  0.27  2.78
H  0.75  -1.52  2.55
H  -1.73  -1.67  2.93
H  -2.17  -0.14  1.93
H  -1.11  -3.12  0.75
H  -1.60  -1.69  -0.38
O  5.22  -8.97  2.74
C  4.93  -7.82  2.43
O  3.66  -7.33  2.37
C  3.68  -6.00  1.87
C  5.08  -5.51  2.13
C  5.91  -6.76  2.01
H  3.45  -6.02  0.80
H  2.93  -5.39  2.38
H  5.39  -4.71  1.45
H  5.15  -5.12  3.16
H  6.21  -6.95  0.98
H  6.77  -6.74  2.67
O  -2.71  2.26  1.42
C  -2.85  3.20  0.67
O  -2.08  3.42  -0.44
C  -2.44  4.68  -1.02
C  -3.83  4.96  -0.53
C  -3.84  4.32  0.84
H  -1.72  5.43  -0.69
H  -2.40  4.60  -2.11
H  -4.08  6.02  -0.52
H  -4.56  4.45  -1.17
H  -3.47  5.00  1.61
H  -4.83  3.93  1.10
O  -3.30  -1.79  -5.03
C  -2.36  -2.26  -4.41
O  -1.26  -1.55  -4.03
C  -0.31  -2.44  -3.43
C  -1.12  -3.62  -2.97
C  -2.22  -3.70  -4.00
H  0.44  -2.71  -4.17
H  0.18  -1.93  -2.59
H  -0.53  -4.54  -2.89
H  -1.56  -3.42  -1.98
H  -1.92  -4.29  -4.87
H  -3.15  -4.08  -3.57
O  -1.32  0.07  5.48
C  -0.25  -0.10  6.06
O  0.46  -1.26  6.02
C  1.59  -1.14  6.89
C  1.83  0.34  7.03
C  0.44  0.91  6.93
H  1.35  -1.62  7.85
H  2.45  -1.66  6.44
H  2.34  0.60  7.95
H  2.43  0.70  6.19
H  -0.06  0.94  7.90
H  0.44  1.89  6.46
O  -4.22  -2.36  -11.82
C  -4.12  -2.02  -10.65
O  -4.67  -2.69  -9.60
C  -4.45  -1.95  -8.40
C  -3.27  -1.07  -8.69
C  -3.43  -0.78  -10.16
H  -5.36  -1.38  -8.17
H  -4.25  -2.64  -7.57
H  -3.25  -0.16  -8.07
H  -2.34  -1.62  -8.52
H  -4.07  0.08  -10.35
H  -2.46  -0.66  -10.65
O  -2.75  7.34  0.91
C  -1.69  7.17  1.49
O  -0.97  6.00  1.45
C  0.16  6.12  2.32
C  0.40  7.60  2.46
C  -1.00  8.17  2.36
H  -0.08  5.65  3.28
H  1.02  5.61  1.87
H  0.91  7.87  3.38
H  1.00  7.96  1.62
H  -1.49  8.21  3.33
H  -0.99  9.16  1.89

Results of the Mulliken charge analysis, in e, for atoms 1 through 99: number 1, N, carries -0.201; number 2, C, carries -0.082; number 3, N, carries -0.281; number 4, C, carries -0.103; number 5, C, carries -0.420; number 6, C, carries 1.189; number 7, C, carries -0.257; number 8, C, carries -0.454; number 9, C, carries -0.161; number 10, Cl, carries -0.195; number 11, N, carries 0.480; number 12, N, carries 0.152; number 13, C, carries 0.416; number 14, O, carries -0.467; number 15, F, carries -0.208; number 16, C, carries 0.587; number 17, O, carries -0.437; number 18, F, carries -0.204; number 19, H, carries 0.292; number 20, H, carries 0.280; number 21, H, carries 0.383; number 22, H, carries 0.175; number 23, H, carries 0.235; number 24, H, carries -0.240; number 25, H, carries 0.329; number 26, H, carries -0.853; number 27, H, carries -0.182; number 28, H, carries 0.291; number 29, H, carries 0.388; number 30, H, carries 0.238; number 31, H, carries 0.312; number 32, H, carries 0.020; number 33, O, carries -0.566; number 34, C, carries 0.403; number 35, O, carries -0.361; number 36, C, carries -0.133; number 37, C, carries -0.272; number 38, C, carries -0.428; number 39, H, carries 0.174; number 40, H, carries 0.154; number 41, H, carries 0.170; number 42, H, carries 0.286; number 43, H, carries 0.273; number 44, H, carries 0.292; number 45, O, carries -0.585; number 46, C, carries 0.426; number 47, O, carries -0.293; number 48, C, carries -0.124; number 49, C, carries -0.666; number 50, C, carries -0.296; number 51, H, carries 0.008; number 52, H, carries 0.360; number 53, H, carries 0.312; number 54, H, carries 0.358; number 55, H, carries 0.082; number 56, H, carries 0.438; number 57, O, carries -0.601; number 58, C, carries 0.511; number 59, O, carries -0.366; number 60, C, carries 0.057; number 61, C, carries -0.113; number 62, C, carries -0.498; number 63, H, carries 0.371; number 64, H, carries -0.311; number 65, H, carries 0.412; number 66, H, carries -0.068; number 67, H, carries 0.260; number 68, H, carries 0.325; number 69, O, carries -0.603; number 70, C, carries 0.568; number 71, O, carries -0.358; number 72, C, carries -0.419; number 73, C, carries -0.446; number 74, C, carries -0.352; number 75, H, carries 0.277; number 76, H, carries 0.309; number 77, H, carries 0.330; number 78, H, carries 0.202; number 79, H, carries 0.291; number 80, H, carries 0.228; number 81, O, carries -0.577; number 82, C, carries 0.458; number 83, O, carries -0.345; number 84, C, carries -0.271; number 85, C, carries -0.402; number 86, C, carries -0.351; number 87, H, carries 0.235; number 88, H, carries 0.190; number 89, H, carries 0.312; number 90, H, carries 0.230; number 91, H, carries 0.253; number 92, H, carries 0.267; number 93, O, carries -0.516; number 94, C, carries 0.381; number 95, O, carries -0.181; number 96, C, carries -0.233; number 97, C, carries -0.553; number 98, C, carries -0.538; number 99, H, carries 0.206